Entry 1:
Density functional theory data (the ωB97M-V functional and the def2-TZVPD basis) for a 14-piece molecular cluster, C4H35N2O15 overall.

Geometry (Å):
C 1.498 -1.122 -1.914
N 0.359 -1.939 -2.410
C 1.441 -0.756 -0.426
C 2.772 -0.069 -0.050
N 0.356 0.164 -0.162
C -0.860 -0.366 0.335
O -1.763 0.504 0.579
O -0.980 -1.605 0.386
H 1.462 -0.182 -2.473
H 2.367 -1.728 -2.181
H -0.226 -2.218 -1.638
H -0.200 -1.402 -3.060
H 1.341 -1.672 0.130
H 3.605 -0.774 0.058
H 2.618 0.564 0.816
H 3.155 0.376 -0.979
H 0.321 1.080 -0.613
H -4.103 0.276 -0.157
H -3.286 -0.346 0.970
O -4.128 -0.456 0.477
H -1.994 0.522 -3.297
H -2.388 1.813 -2.632
O -1.733 1.455 -3.289
H 3.403 3.347 -0.207
H 2.717 3.746 -1.532
O 3.240 4.081 -0.806
H 3.161 -1.242 3.578
H 3.580 -1.589 2.094
O 3.861 -1.167 2.906
H 1.663 -4.124 1.071
H 0.299 -3.615 0.480
O 0.727 -4.335 0.951
H -0.970 -1.122 3.470
H -1.183 -1.895 2.136
O -0.790 -1.963 3.010
H -0.207 3.020 -1.850
H 0.710 1.968 -2.316
O 0.670 2.652 -1.670
H -0.753 0.979 2.056
H -0.009 1.859 2.984
O -0.616 1.106 3.012
H -2.567 1.448 -0.678
H -2.931 2.867 -0.542
O -3.150 2.115 -1.100
H -2.383 -1.668 -2.486
H -2.940 -0.602 -3.626
O -2.185 -0.938 -3.144
H 1.015 4.778 1.530
H 0.892 3.447 0.800
O 0.468 3.996 1.472
H 1.208 -0.147 4.208
H 0.829 -1.586 3.837
O 1.501 -1.059 4.319
H -3.528 -1.611 -0.620
H -2.249 -2.496 -0.692
O -3.117 -2.367 -1.114

Charge ... -1
Max |F| ... 2.744 eV Å⁻¹
HOMO level ... -0.234 hartree



Entry 2:
Density functional theory data (the ωB97M-V functional and the def2-TZVPD basis) for one molecule with the formula C6H8N2O.

Geometry (Å):
C 1.909 -1.946 -1.029
C 0.834 -1.060 -0.521
C 0.667 0.209 -1.088
C -0.404 0.615 -0.250
N -0.654 -0.259 0.601
N 0.017 -1.440 0.418
C -1.222 0.549 1.763
C -1.133 1.829 0.639
O -2.357 2.129 0.136
H 2.077 -2.983 -0.736
H 2.861 -1.265 -0.987
H 1.895 -2.118 -2.100
H 1.395 0.860 -1.756
H -0.465 0.526 2.669
H -2.379 0.392 1.919
H -0.426 2.619 0.848
H -2.617 1.343 -0.527

SMILES ... Cc1cc2n(n1)C[C@@H]2O
Max |F| ... 7.426 eV Å⁻¹
HOMO level ... -0.327 hartree



Entry 3:
Density functional theory data (the ωB97M-V functional and the def2-TZVPD basis) for C3H5InO3 as an isolated structure.

Geometry (Å):
In -0.379 1.737 1.207
O -1.207 2.230 -0.657
O 0.342 0.719 -0.651
C 0.491 -0.719 -0.422
C 0.454 -0.898 1.101
O -0.481 -0.040 1.668
C -0.767 1.212 -1.181
H -0.374 -1.214 -0.881
H 1.424 -1.054 -0.885
H 1.478 -0.762 1.498
H 0.198 -1.957 1.291
H -1.178 0.748 -2.090

Charge ... +2
Max |F| ... 3.276 eV Å⁻¹
HOMO level (spin up / spin down) ... -0.760 / -0.760 hartree



Entry 4:
Density functional theory data (the ωB97M-V functional and the def2-TZVPD basis) for a 2-piece molecular cluster, C4H11NO2 overall.

Geometry (Å):
C 0.970 -0.865 -1.132
C 0.660 -1.918 -0.072
C -0.302 -1.218 0.816
N -1.654 -1.339 0.436
O -0.174 -0.498 1.799
H 0.475 -1.159 -2.075
H 2.050 -0.635 -1.341
H 0.754 0.186 -0.886
H 0.387 -2.870 -0.510
H 1.652 -1.921 0.508
H -2.246 -0.569 0.717
H -1.816 -1.771 -0.479
C -0.029 2.262 0.833
O -0.056 2.418 -0.709
H 0.893 1.681 0.828
H -0.972 1.737 0.926
H -0.171 3.205 1.294
H -0.422 3.274 -0.952

SMILES ... CCC(N)=O.CO
Max |F| ... 4.663 eV Å⁻¹
HOMO level ... -0.357 hartree



Entry 5:
Density functional theory data (the ωB97M-V functional and the def2-TZVPD basis) for C61H74AsBN10O4S2W as an isolated structure.

Geometry (Å):
W 0.315 0.592 0.335
C -1.543 1.536 4.965
C -0.147 1.855 4.402
C -0.278 3.120 3.570
C 0.470 0.550 3.884
C 0.760 -0.381 4.882
C 1.219 -1.515 4.269
C 1.720 -2.691 5.069
C 3.247 -2.617 5.160
C 1.213 -4.079 4.692
N 1.220 -1.279 2.937
N 0.753 -0.001 2.688
B 1.829 -2.173 1.824
N 3.137 -1.553 1.241
N 3.118 -0.288 0.726
C 4.334 -0.034 0.262
C 5.162 -1.145 0.475
C 4.378 -2.104 1.070
C 4.843 -3.538 1.185
C 4.706 -4.268 2.516
C 4.237 -4.334 0.026
C 4.858 1.216 -0.407
C 5.388 2.207 0.638
C 3.920 1.864 -1.433
N 0.807 -2.388 0.621
N 0.925 -1.416 -0.343
C 0.939 -1.986 -1.542
C 0.747 -3.368 -1.372
C 0.649 -3.586 -0.022
C 0.207 -4.879 0.623
C 1.299 -5.797 1.174
C -0.858 -4.580 1.675
C 1.303 -1.286 -2.816
C 0.610 -1.893 -4.032
C 2.828 -1.365 -2.960
H -1.904 2.379 5.556
H -1.547 0.647 5.596
H -2.231 1.378 4.137
H 0.500 2.102 5.248
H -0.885 2.947 2.685
H 0.681 3.532 3.275
H -0.791 3.869 4.177
H 0.652 -0.232 5.944
H 1.327 -2.495 6.069
H 3.685 -2.551 4.168
H 3.654 -3.493 5.668
H 3.550 -1.726 5.713
H 1.651 -4.451 3.772
H 0.127 -4.084 4.585
H 1.469 -4.779 5.490
H 2.106 -3.229 2.288
H 6.198 -1.247 0.192
H 5.917 -3.469 0.996
H 3.672 -4.473 2.784
H 5.167 -3.702 3.324
H 5.227 -5.225 2.447
H 3.151 -4.294 0.057
H 4.552 -5.380 0.063
H 4.555 -3.914 -0.930
H 5.734 0.863 -0.958
H 4.600 2.519 1.322
H 5.800 3.091 0.145
H 6.184 1.749 1.227
H 4.138 2.929 -1.534
H 2.876 1.756 -1.159
H 4.048 1.406 -2.416
H 0.636 -4.104 -2.150
H -0.268 -5.432 -0.191
H 1.846 -5.341 1.995
H 2.014 -6.077 0.402
H 0.833 -6.711 1.547
H -0.440 -3.983 2.484
H -1.254 -5.506 2.097
H -1.686 -4.020 1.236
H 1.017 -0.242 -2.720
H 0.936 -2.925 -4.189
H 0.863 -1.321 -4.925
H -0.471 -1.887 -3.915
H 3.146 -2.406 -3.060
H 3.332 -0.937 -2.093
H 3.147 -0.823 -3.853
S 1.864 2.370 1.254
C 1.445 3.736 0.317
C 2.428 4.711 0.046
C 2.136 5.829 -0.695
C 3.185 6.774 -0.972
N 4.044 7.508 -1.182
C 0.822 6.053 -1.182
C -0.165 5.143 -0.905
C 0.121 3.972 -0.167
S -1.116 2.891 0.236
C 0.505 7.232 -1.942
N 0.250 8.177 -2.544
H 3.432 4.566 0.422
H -1.171 5.321 -1.260
O 0.673 1.216 -1.179
As -2.041 1.789 -2.701
C -1.237 1.424 -4.437
C -1.942 1.194 -5.615
C -1.266 1.073 -6.820
C 0.116 1.212 -6.867
C 0.819 1.492 -5.706
C 0.144 1.596 -4.496
C -2.536 3.658 -3.066
C -3.349 4.341 -2.159
C -3.711 5.663 -2.375
C -3.235 6.342 -3.488
C -2.385 5.691 -4.368
C -2.037 4.361 -4.159
C -3.803 0.940 -2.893
C -3.897 -0.282 -3.561
C -5.095 -0.981 -3.611
C -6.226 -0.477 -2.984
C -6.147 0.734 -2.314
C -4.946 1.430 -2.265
H -3.023 1.135 -5.605
H -1.823 0.884 -7.729
H 0.638 1.119 -7.811
H 1.892 1.635 -5.738
H 0.696 1.831 -3.593
H -3.653 3.867 -1.234
H -4.347 6.168 -1.659
H -3.506 7.376 -3.655
H -1.975 6.221 -5.218
H -1.357 3.887 -4.854
H -3.022 -0.711 -4.030
H -5.139 -1.929 -4.134
H -7.158 -1.027 -3.012
H -7.017 1.136 -1.811
H -4.926 2.373 -1.738
C -5.963 0.383 1.706
C -4.502 0.586 1.327
C -3.568 -0.636 1.590
C -3.599 -1.030 3.073
C -2.525 -2.034 3.475
C -4.024 -1.800 0.731
O -4.975 -2.492 1.006
N -3.308 -2.018 -0.425
C -2.166 -1.358 -0.864
O -1.721 -1.588 -1.958
N -1.616 -0.443 0.011
C -2.205 -0.151 1.175
O -1.582 0.682 1.854
H -6.555 1.209 1.311
H -6.098 0.361 2.788
H -6.360 -0.546 1.300
H -4.072 1.420 1.886
H -4.434 0.838 0.265
H -4.585 -1.452 3.268
H -3.499 -0.118 3.661
H -2.743 -3.021 3.065
H -2.483 -2.127 4.561
H -1.530 -1.730 3.138
H -3.676 -2.712 -1.061

Max |F| ... 1.282 eV Å⁻¹
Spin multiplicity ... 3
HOMO level (spin up / spin down) ... -0.281 / -0.293 hartree



Entry 6:
Density functional theory data (the ωB97M-V functional and the def2-TZVPD basis) for one molecule with the formula CHF3N2S.

Geometry (Å):
H -3.209 0.663 0.523
N -2.123 1.011 0.613
N -1.329 0.375 -0.032
S 0.388 0.921 0.482
C 1.402 -0.418 -0.243
F 0.557 -1.367 -0.730
F 2.098 -1.134 0.654
F 2.216 -0.051 -1.268

SMILES ... [H]/N=N/SC(F)(F)F
Max |F| ... 3.275 eV Å⁻¹
HOMO level ... -0.365 hartree



In kJ/mol, the relative energy (zero: lowest compared OMol25 entry of this formula, charge and spin) values for the records above are, in order, 0.0, 418.5, 78.3, 204.2, 287.4, 307.6.